(1)
Density functional theory data (the ωB97M-V functional and the def2-TZVPD basis) for 2 unconnected molecules or ions with the total composition C13H26Br2NO3.

The geometry in XYZ format:
```
45
Properties=species:S:1:pos:R:3
C 3.981 -1.269 1.181
O 3.743 -0.859 -0.218
C 2.995 0.441 -0.262
C 1.619 0.198 0.596
C 0.320 1.079 0.028
C -0.934 0.706 1.063
C -2.343 1.074 0.310
C -3.590 1.447 1.304
C -3.630 0.628 2.721
N -3.435 -0.867 2.613
C -4.176 -1.536 1.477
Br -6.101 -1.101 0.962
C -3.542 -2.618 0.622
C -4.350 -3.335 -0.655
Br -1.659 -3.309 0.920
H 3.105 -1.920 1.644
H 4.112 -0.293 1.844
H 4.955 -1.952 1.280
H 3.667 1.283 0.219
H 2.676 0.724 -1.364
H 1.308 -0.941 0.450
H 1.786 0.380 1.743
H 0.041 0.733 -1.078
H 0.512 2.244 0.083
H -0.838 1.233 2.107
H -0.878 -0.480 1.184
H -2.734 0.211 -0.413
H -2.188 2.019 -0.401
H -4.573 1.394 0.671
H -3.452 2.598 1.590
H -4.643 0.882 3.298
H -2.771 1.046 3.434
H -2.409 -1.052 2.648
H -3.833 -1.282 3.509
H -5.451 -3.647 -0.360
H -3.786 -4.351 -0.908
H -4.292 -2.667 -1.619
O 6.258 1.088 -5.251
C 5.708 1.986 -4.421
C 4.488 1.306 -3.636
O 3.924 2.210 -2.823
H 5.296 2.903 -4.876
H 6.362 2.410 -3.639
H 4.909 0.400 -3.164
H 3.844 0.860 -4.415
```

Summary:
HOMO, eV: -1.02
Calculated total energy, hartree: -5938.91909
Spin multiplicity: 1
Gap between HOMO and LUMO, eV: 1.3
Molecular weight, g mol⁻¹: 404.2
Total charge: -1

---

(2)
Density functional theory data (the ωB97M-V functional and the def2-TZVPD basis) for a molecular structure, C23H33N13O3PRu.

The geometry in XYZ format:
```
74
Properties=species:S:1:pos:R:3
Ru -0.669 -1.030 0.215
O -0.452 -0.760 2.456
N 0.536 -1.254 3.075
N 1.424 -1.716 2.295
O 1.286 -1.641 0.997
C 2.594 -2.351 2.831
C 3.121 -1.896 4.029
C 4.235 -2.544 4.539
C 4.797 -3.613 3.855
C 4.250 -4.047 2.655
C 3.135 -3.415 2.128
H 2.669 -1.059 4.543
H 4.667 -2.209 5.473
H 5.666 -4.113 4.260
H 4.687 -4.887 2.133
H 2.676 -3.739 1.205
N -3.457 -2.911 1.239
C -2.409 -3.577 0.696
N -2.312 -4.885 0.581
N -1.099 -5.093 0.050
N -0.479 -3.994 -0.155
N -1.302 -2.969 0.233
C -3.451 -1.564 1.428
N -4.342 -0.923 2.145
N -3.932 0.361 2.139
N -2.860 0.506 1.468
N -2.526 -0.710 0.942
H -4.213 -3.444 1.641
C -2.184 3.447 -2.071
C -2.516 2.476 -0.917
C -3.083 3.320 0.231
C -3.594 1.515 -1.437
P -0.917 1.508 -0.522
C -0.182 1.319 -2.194
C -0.776 0.385 -3.041
C -0.328 0.203 -4.340
C 0.746 0.941 -4.812
C 1.359 1.867 -3.980
C 0.893 2.061 -2.685
C 0.247 2.460 0.593
C 0.479 3.930 0.194
C 1.598 1.734 0.636
C -0.347 2.467 2.012
H -3.095 4.015 -2.272
H -1.912 2.931 -2.988
H -1.405 4.164 -1.825
H -3.999 3.780 -0.148
H -2.420 4.135 0.514
H -3.344 2.745 1.108
H -4.458 2.122 -1.718
H -3.924 0.805 -0.683
H -3.279 0.985 -2.334
H -1.587 -0.238 -2.681
H -0.815 -0.525 -4.977
H 1.104 0.800 -5.824
H 2.187 2.460 -4.347
H 1.367 2.812 -2.075
H 0.893 4.062 -0.801
H 1.197 4.347 0.903
H -0.427 4.526 0.270
H 2.137 1.771 -0.308
H 1.500 0.691 0.936
H 2.216 2.235 1.384
H -1.300 2.987 2.064
H 0.359 2.996 2.658
H -0.488 1.465 2.403
N 2.483 -1.080 -2.482
C 1.628 -1.854 -1.805
N 1.849 -3.147 -1.645
O 0.563 -1.300 -1.369
H 3.300 -1.449 -2.935
H 2.183 -0.142 -2.698
H 2.682 -3.582 -2.002
H 1.170 -3.672 -1.082
```

Summary:
HOMO (spin up / spin down), eV: -11.52 / -11.46
Calculated total energy, hartree: -2269.63854
Spin multiplicity: 5
Relative energy (zero: lowest compared OMol25 entry of this formula, charge and spin), kJ/mol: 101.7
Gap between HOMO and LUMO (spin up / spin down), eV: 7.1 / 5.8
Molecular weight, g mol⁻¹: 671.6
Total charge: +1

---

(3)
Density functional theory data (the ωB97M-V functional and the def2-TZVPD basis) for 5 unconnected molecules or ions with the total composition C35H76FN5O16P4.

The geometry in XYZ format:
```
137
Properties=species:S:1:pos:R:3
C 1.425 4.547 6.188
C 1.394 4.553 4.761
C 1.138 4.625 3.110
C -0.205 3.787 2.681
C -0.929 3.268 4.097
N -1.619 2.773 5.104
C 0.071 2.433 1.801
C 1.444 1.640 2.328
N 2.623 1.350 2.835
C 0.280 2.674 0.194
C -0.574 1.510 -0.606
N -0.105 0.126 -0.167
N -2.073 1.587 -0.415
N -0.320 1.602 -2.125
C -1.253 4.855 2.012
C -2.654 4.206 1.461
F -1.628 5.958 2.950
H 1.026 4.421 7.306
H 2.110 4.346 2.521
H 0.938 5.780 2.886
H -0.819 1.680 2.061
H 0.083 3.764 -0.180
H 1.427 2.450 -0.051
H -0.543 -0.087 0.772
H 0.952 0.141 -0.074
H -2.374 1.376 0.562
H -2.490 2.467 -0.789
H 0.635 1.236 -2.350
H -0.433 2.607 -2.384
H -0.694 5.360 1.094
H -2.861 3.104 1.801
H -2.665 4.357 0.287
H -3.561 4.858 1.877
C 5.529 1.752 0.779
C 6.052 2.900 -0.061
O 7.002 3.688 0.649
P 8.613 3.256 0.688
O 8.658 2.985 -0.836
O 9.224 4.801 0.602
C 10.103 5.176 -0.445
C 9.332 5.859 -1.562
O 8.563 3.559 2.390
C 7.493 3.228 3.251
C 7.600 1.800 3.735
H 6.337 1.069 1.052
H 4.768 1.187 0.233
H 5.076 2.118 1.707
H 6.450 2.517 -1.004
H 5.219 3.562 -0.320
H 10.672 4.315 -0.811
H 10.828 5.881 -0.027
H 8.517 5.237 -1.935
H 9.994 6.102 -2.398
H 8.874 6.785 -1.198
H 6.519 3.438 2.814
H 7.570 3.896 4.117
H 7.689 1.101 2.900
H 6.726 1.534 4.337
H 8.498 1.672 4.350
C -9.535 6.117 1.360
C -8.167 6.397 0.770
O -7.700 7.699 1.108
P -6.905 7.975 2.549
O -5.998 6.732 2.377
O -5.805 9.070 1.950
C -4.412 8.837 2.068
C -3.871 8.216 0.791
O -7.918 9.364 2.741
C -9.290 9.431 2.410
C -10.152 8.924 3.545
H -9.502 6.147 2.451
H -9.895 5.131 1.052
H -10.267 6.863 1.030
H -7.467 5.613 1.069
H -8.234 6.357 -0.322
H -4.187 8.223 2.946
H -3.929 9.806 2.227
H -4.403 7.301 0.525
H -2.807 7.981 0.894
H -3.997 8.905 -0.051
H -9.523 8.936 1.469
H -9.521 10.489 2.244
H -9.851 7.921 3.856
H -11.205 8.908 3.246
H -10.048 9.572 4.421
C 3.602 -5.793 0.073
C 2.655 -5.041 -0.842
O 1.313 -5.496 -0.706
P 0.317 -4.883 0.484
O 0.724 -3.420 0.180
O -1.075 -4.863 -0.426
C -1.792 -3.657 -0.628
C -1.404 -3.028 -1.955
O -0.137 -6.517 0.824
C 0.736 -7.627 0.825
C 1.428 -7.779 2.161
H 3.338 -5.634 1.121
H 4.633 -5.460 -0.079
H 3.562 -6.871 -0.120
H 2.749 -3.966 -0.670
H 2.947 -5.217 -1.882
H -1.646 -2.966 0.208
H -2.858 -3.909 -0.649
H -0.328 -2.864 -2.030
H -1.912 -2.069 -2.093
H -1.675 -3.690 -2.785
H 1.444 -7.610 -0.001
H 0.115 -8.514 0.653
H 1.934 -6.856 2.455
H 2.157 -8.594 2.123
H 0.697 -8.001 2.946
C -2.239 -9.256 -2.479
C -2.052 -10.449 -3.395
O -1.428 -10.084 -4.622
P 0.234 -9.994 -4.743
O 0.438 -11.349 -4.021
O 0.343 -10.608 -6.285
C 1.117 -11.765 -6.552
C 0.231 -12.999 -6.565
O 0.006 -8.481 -5.549
C -0.953 -7.504 -5.203
C -0.436 -6.590 -4.114
H -1.275 -8.821 -2.204
H -2.759 -9.549 -1.563
H -2.829 -8.473 -2.968
H -1.507 -11.238 -2.870
H -3.033 -10.863 -3.648
H 1.940 -11.863 -5.838
H 1.568 -11.637 -7.542
H -0.333 -13.107 -5.638
H 0.828 -13.903 -6.716
H -0.508 -12.930 -7.371
H -1.921 -7.932 -4.950
H -1.130 -6.905 -6.104
H -0.095 -7.158 -3.246
H -1.216 -5.889 -3.803
H 0.424 -6.016 -4.475
```

Summary:
HOMO, eV: -9.53
Calculated total energy, hartree: -4321.49764
Spin multiplicity: 1
Gap between HOMO and LUMO, eV: 7.6
Molecular weight, g mol⁻¹: 965.9

---

(4)
Density functional theory data (the ωB97M-V functional and the def2-TZVPD basis) for 4 unconnected molecules or ions with the total composition C17H26F3N4O10.

The geometry in XYZ format:
```
60
Properties=species:S:1:pos:R:3
C -1.045 1.931 1.371
C -2.105 1.898 0.274
C -1.544 2.542 -1.013
C -2.644 0.486 -0.073
C -4.066 0.614 -0.656
C -2.680 -0.509 1.094
O -1.864 -1.700 0.867
N -0.545 -1.461 1.145
C 0.323 -1.487 0.155
N 1.647 -1.263 0.269
C 2.108 -1.388 -0.957
N 1.150 -1.690 -1.831
N -0.014 -1.760 -1.117
H -0.257 1.193 1.209
H -0.565 2.909 1.387
H -1.473 1.783 2.362
H -2.947 2.515 0.578
H -0.853 3.350 -0.776
H -2.334 2.973 -1.625
H -0.989 1.817 -1.611
H -2.023 0.076 -0.872
H -4.648 1.256 -0.007
H -4.024 1.033 -1.661
H -4.547 -0.361 -0.725
H -2.385 -0.069 2.043
H -3.672 -0.929 1.227
H -0.263 -1.293 2.101
H 3.127 -1.268 -1.292
H 1.229 -1.830 -2.828
H -0.921 -1.971 -1.503
C 4.959 -1.011 2.164
C 5.445 -1.094 0.731
O 6.826 -1.315 0.887
C 7.028 -1.922 2.097
O 8.032 -2.442 2.432
O 5.895 -1.848 2.841
F 5.239 0.063 0.054
H 5.040 0.011 2.535
H 3.947 -1.381 2.307
H 5.021 -1.915 0.151
C -5.776 4.739 2.722
C -6.737 3.975 3.613
O -6.585 2.641 3.145
C -5.361 2.523 2.588
O -4.847 1.492 2.291
O -4.797 3.736 2.413
F -8.016 4.361 3.445
H -6.274 5.053 1.804
H -5.305 5.591 3.203
H -6.495 4.003 4.677
C 4.543 -4.144 -4.632
C 3.526 -3.112 -5.080
O 3.406 -2.288 -3.920
C 4.567 -2.397 -3.206
O 4.846 -1.675 -2.302
O 5.303 -3.413 -3.657
F 2.317 -3.647 -5.349
H 4.050 -4.985 -4.143
H 5.192 -4.503 -5.424
H 3.837 -2.490 -5.919
```

Summary:
HOMO, eV: -13.01
Calculated total energy, hartree: -1934.15252
Spin multiplicity: 1
Gap between HOMO and LUMO, eV: 10.5
Molecular weight, g mol⁻¹: 503.4
Total charge: +1

---

(5)
Density functional theory data (the ωB97M-V functional and the def2-TZVPD basis) for 3 unconnected molecules or ions with the total composition C16H33BrClNO8P.

The geometry in XYZ format:
```
61
Properties=species:S:1:pos:R:3
C -0.662 6.930 -0.335
C 0.581 7.133 -1.357
O 1.814 6.570 -0.880
C 2.343 7.288 0.244
C 3.439 6.292 0.923
O 2.798 4.977 0.934
C 1.896 4.867 2.046
C 1.172 3.419 1.914
O 1.043 3.161 0.486
C 0.072 2.105 0.265
P 0.870 0.790 -0.935
C -0.725 -0.257 -0.983
Br -0.024 2.043 -2.715
C 1.644 -0.206 0.508
C 1.231 -1.743 0.562
O 1.812 -2.541 -0.200
Cl -0.083 -2.419 1.649
O 2.377 1.758 -0.983
N 2.547 2.301 -2.234
O 3.193 3.310 -2.059
H -1.609 6.575 -0.846
H -0.305 6.221 0.496
H -0.795 7.951 0.185
H 0.297 6.522 -2.291
H 0.673 8.216 -1.730
H 2.848 8.280 -0.027
H 1.588 7.514 1.067
H 3.760 6.632 1.959
H 4.295 6.199 0.175
H 2.463 4.825 3.049
H 1.088 5.668 2.088
H 0.128 3.436 2.402
H 1.848 2.629 2.410
H -0.873 2.485 -0.251
H -0.245 1.609 1.245
H 1.449 -0.078 -1.929
H -1.517 0.288 -1.616
H -0.562 -1.259 -1.519
H -1.194 -0.377 0.053
H 2.783 -0.199 0.344
H 1.454 0.238 1.537
C -2.376 -5.591 -2.388
C -1.595 -4.584 -1.585
O -2.060 -3.493 -1.320
C -0.218 -4.984 -1.124
H -3.348 -5.169 -2.652
H -1.838 -5.831 -3.308
H -2.535 -6.495 -1.795
H 0.415 -5.197 -1.989
H -0.285 -5.862 -0.477
H 0.228 -4.164 -0.557
C -2.976 -7.566 1.790
C -2.672 -8.774 0.944
O -1.767 -8.766 0.134
C -3.534 -9.993 1.142
H -2.277 -6.765 1.541
H -3.992 -7.218 1.592
H -2.861 -7.814 2.848
H -4.575 -9.754 0.915
H -3.445 -10.349 2.171
H -3.202 -10.785 0.467
```

Summary:
HOMO, eV: -4.67
Calculated total energy, hartree: -4661.48464
Spin multiplicity: 1
Gap between HOMO and LUMO, eV: 6.8
Molecular weight, g mol⁻¹: 513.8
Total charge: -1

---

(6)
Density functional theory data (the ωB97M-V functional and the def2-TZVPD basis) for 14 unconnected molecules or ions with the total composition C4H37N2O13S.

The geometry in XYZ format:
```
57
Properties=species:S:1:pos:R:3
C 0.595 -2.458 0.663
N -0.639 -1.777 0.978
C -1.787 -2.521 0.959
C -2.552 -2.820 -0.383
S -1.928 -4.299 -1.400
C 1.880 -1.614 0.634
N 1.653 -0.682 -0.544
H 0.418 -2.998 -0.175
H 0.671 -3.133 1.570
H -0.836 -0.934 0.256
H -1.771 -3.561 1.451
H -2.699 -1.910 1.507
H -3.567 -3.328 -0.185
H -2.535 -2.021 -1.196
H 2.044 -1.086 1.511
H 2.631 -2.409 0.440
H 2.625 -0.459 -0.992
H 1.273 0.227 -0.216
H 1.617 1.833 3.579
H 0.669 2.952 3.810
O 1.324 2.424 4.280
H 2.067 0.896 -3.474
H 2.846 -0.109 -4.271
O 2.930 0.683 -3.836
H 3.706 1.677 -1.725
H 3.731 1.581 -0.074
O 4.366 1.483 -0.906
H -1.178 -3.588 -2.315
H 0.133 0.325 -2.513
O 0.517 0.275 -3.373
H -0.359 2.687 1.060
H -1.691 3.445 0.969
O -1.250 2.777 1.491
H -1.672 3.240 -2.494
H 1.888 2.634 1.242
O 1.100 2.336 0.791
H 1.016 1.191 1.841
H 0.126 -0.101 2.332
O 0.934 0.443 2.521
H 1.069 3.163 -0.496
H 1.574 4.084 -1.842
O 0.898 3.634 -1.413
H -0.942 3.825 -0.995
H -0.528 1.393 -0.657
O -1.720 3.453 -1.493
H -0.754 1.292 3.247
H -0.552 0.896 4.643
O -1.197 1.442 4.098
H -2.634 0.207 2.871
H -2.443 -1.180 3.194
O -3.208 -0.565 2.947
H 0.852 -2.820 -2.989
H 0.191 -1.621 -2.377
O 0.034 -2.376 -2.989
H -0.141 0.183 -4.038
H -1.684 1.251 -1.649
O -1.007 0.832 -1.208
```

Summary:
HOMO, eV: -5.71
Calculated total energy, hartree: -1660.37037
Spin multiplicity: 1
Relative energy (zero: lowest compared OMol25 entry of this formula, charge and spin), kJ/mol: 444.3
Gap between HOMO and LUMO, eV: 8.1
Molecular weight, g mol⁻¹: 353.4
Total charge: -1

---

(7)
Density functional theory data (the ωB97M-V functional and the def2-TZVPD basis) for 2 unconnected molecules or ions with the total composition C3H3ClNO.

The geometry in XYZ format:
```
9
Properties=species:S:1:pos:R:3
C -0.323 0.169 0.471
C 1.034 0.335 -0.016
C -0.818 0.304 -0.907
N 0.515 0.668 -1.351
O 1.033 1.164 -2.293
Cl -1.859 2.377 0.243
H -0.815 0.107 1.405
H 2.052 0.142 0.159
H -1.707 0.087 -1.385
```

Summary:
HOMO (spin up / spin down), eV: -15.25 / -15.83
Calculated total energy, hartree: -705.75494
Spin multiplicity: 1
Relative energy (zero: lowest compared OMol25 entry of this formula, charge and spin), kJ/mol: 465.3
Gap between HOMO and LUMO (spin up / spin down), eV: 7.0 / 7.8
Molecular weight, g mol⁻¹: 104.5
Total charge: +1

---

Q: The lowest calculated total energy belongs to which entry?
A: C13H26Br2NO3

---

Q: Among the records above, which one has the highest molecular weight?
A: C35H76FN5O16P4

---

Q: Which value of calculated total energy does entry 1 give?
A: -5938.91909 hartree

---

Q: spin multiplicity of number 4 (C17H26F3N4O10)?
A: 1